No. 1
80
Properties=species:S:1:pos:R:3:mulliken_charge:R:1 method="wB97M-V/def2-TZVPD" orbital_gap_ev=9.94 homo_energy_ev=-7.45 energy_ev=-48302.3549 charge=-1 lumo_ha=0.09164
B -0.11 0.69 0.04 0.5209
F 1.11 1.13 -0.26 -0.4037
F -1.19 1.23 -0.58 -0.1963
F -0.12 -0.59 -0.27 -0.0968
F -0.22 0.79 1.41 -0.4416
C 1.06 -0.38 -3.50 0.9631
C 1.97 -1.37 -4.06 0.0590
N 2.81 -2.20 -4.46 -0.5796
H 1.31 -0.28 -2.54 -0.5969
H 1.53 0.55 -3.95 0.1243
H 0.04 -0.89 -3.56 0.0610
C 3.04 -0.80 2.38 0.0204
C 2.69 -1.79 3.47 0.2365
N 2.40 -2.65 4.14 -0.5216
H 2.04 -0.50 1.88 -0.3152
H 3.45 -0.09 2.91 0.4288
H 3.60 -1.40 1.67 0.1296
C -2.40 -2.83 -1.56 -0.7022
C -3.86 -3.27 -1.17 -0.4247
O -4.10 -4.60 -1.54 -0.5034
H -2.08 -2.50 -2.49 0.4606
H -1.72 -3.46 -1.17 0.3762
H -2.38 -1.78 -0.93 0.0095
H -4.57 -2.62 -1.64 0.2471
H -3.86 -2.78 -0.09 0.2273
H -4.04 -5.25 -0.91 0.2967
C -3.21 3.70 3.54 -1.4083
C -2.51 2.65 2.68 -0.1645
O -1.05 2.98 2.80 -0.5407
H -3.08 3.70 4.56 0.3697
H -4.22 3.40 3.43 0.4210
H -3.00 4.68 2.98 0.2694
H -3.02 2.60 1.81 0.4032
H -2.76 1.70 3.13 0.2550
H -0.58 2.08 2.46 0.3800
C 1.54 4.56 -2.32 -1.3516
C 1.49 3.32 -3.06 0.5931
O 2.27 3.29 -4.21 -0.5883
H 1.22 4.51 -1.19 0.2108
H 0.96 5.27 -2.87 0.3439
H 2.43 5.08 -2.10 0.4150
H 0.46 3.10 -3.18 0.1043
H 1.92 2.52 -2.37 -0.0535
H 3.05 2.88 -4.03 0.3824
C 4.18 -3.41 -1.03 -1.1630
C 2.66 -3.04 -0.90 -0.3765
O 2.54 -1.63 -0.53 -0.3618
H 4.61 -3.27 0.00 0.3026
H 4.56 -2.59 -1.77 0.2380
H 4.22 -4.48 -1.38 0.3554
H 2.34 -3.67 -0.13 0.3402
H 2.24 -3.28 -1.85 0.4503
H 1.63 -1.63 -0.28 0.0558
C -3.86 -0.17 -3.98 -0.3013
C -3.90 1.01 -3.09 -0.2824
O -2.65 1.79 -3.09 -0.4928
H -4.87 -0.68 -3.99 0.2910
H -3.06 -0.72 -3.45 -0.2690
H -3.60 0.23 -4.96 0.2912
H -4.02 0.69 -1.98 0.1894
H -4.86 1.57 -3.33 0.3300
H -2.08 1.24 -2.66 0.1766
C 3.33 3.50 3.51 -1.3976
C 2.46 2.66 2.63 0.4381
O 3.10 2.22 1.43 -0.6018
H 3.12 4.46 3.54 0.4585
H 4.39 3.28 3.29 0.2943
H 3.09 3.20 4.64 0.2607
H 1.52 3.15 2.58 0.1224
H 2.31 1.78 3.26 0.1297
H 2.44 1.71 0.95 0.2485
C -1.37 -3.56 3.96 -1.4191
C -0.93 -3.18 2.52 0.4868
O -1.47 -1.95 2.26 -0.4401
H -1.14 -2.74 4.53 0.3663
H -0.80 -4.41 4.18 0.4180
H -2.45 -3.90 3.95 0.3203
H -1.09 -4.14 1.64 0.1327
H 0.12 -2.87 2.61 -0.1681
H -1.02 -1.59 1.67 0.1566

=====

No. 2
91
Properties=species:S:1:pos:R:3:mulliken_spin:R:1 method="wB97M-V/def2-TZVPD" orbital_gap_ev="8.03 / 7.69" s2=3.756 multiplicity=4 homo_energy_ev="-9.50 / -9.50" energy_ev=-142922.0757 lumo_ha="-0.05404 / -0.06668"
Co 0.19 -0.69 0.87 2.7906
N 0.70 -0.65 2.73 -0.0030
S 0.26 -1.16 4.14 0.0058
O -0.48 -0.21 4.95 0.0071
O 0.85 -2.35 4.67 0.0071
F -0.87 -2.04 3.49 0.0022
S 2.09 0.07 3.47 0.0053
O 3.32 -0.75 3.48 0.0081
O 1.96 1.16 4.44 0.0059
F 2.48 1.06 2.24 0.0034
N 1.17 0.06 -0.67 0.0209
S 2.77 -0.34 -1.23 0.0031
O 3.74 0.70 -1.64 0.0067
O 3.04 -1.66 -1.68 0.0009
F 3.37 -0.58 0.27 0.0009
S 0.94 0.84 -1.97 0.0088
O 1.16 0.11 -3.22 0.0095
O 1.13 2.21 -1.84 0.0052
F -0.64 0.75 -1.87 0.0052
C -3.69 -1.45 -0.54 -0.0012
C -3.08 -1.71 0.82 0.0030
C -3.57 -2.94 1.51 -0.0004
O -1.69 -1.83 0.65 0.0310
H -3.57 -2.26 -1.27 0.0000
H -3.24 -0.58 -1.02 0.0001
H -4.76 -1.25 -0.46 -0.0005
H -3.31 -0.82 1.40 0.0006
H -3.08 -3.03 2.48 -0.0001
H -3.22 -3.80 0.94 0.0002
H -4.65 -2.78 1.60 0.0005
H -1.48 -2.65 0.19 -0.0018
C 0.68 -4.52 1.69 -0.0025
C 1.76 -3.49 1.45 -0.0037
C 3.02 -4.06 0.88 0.0015
O 1.21 -2.60 0.44 0.0441
H 0.73 -5.18 0.82 0.0001
H -0.27 -3.98 1.73 0.0007
H 0.85 -5.16 2.56 0.0001
H 1.96 -2.98 2.39 -0.0005
H 3.74 -3.29 0.63 0.0000
H 2.90 -4.77 0.06 -0.0001
H 3.41 -4.61 1.74 0.0004
H 1.18 -3.11 -0.37 -0.0017
C 4.04 3.51 0.76 0.0000
C 4.29 4.11 -0.62 0.0000
C 4.09 5.67 -0.60 0.0000
O 5.63 3.89 -1.06 0.0000
H 4.94 3.61 1.37 0.0000
H 3.88 2.45 0.60 -0.0001
H 3.18 3.94 1.28 0.0000
H 3.68 3.64 -1.39 0.0000
H 4.23 6.07 -1.61 0.0000
H 4.78 6.11 0.12 0.0000
H 3.06 5.93 -0.36 0.0000
H 5.91 2.99 -0.88 0.0000
C -0.27 3.20 1.39 -0.0014
C -0.97 1.88 1.88 -0.0027
C -2.41 2.06 2.41 -0.0012
O -1.01 0.98 0.84 0.0509
H -0.16 3.91 2.21 0.0002
H -0.95 3.77 0.76 -0.0001
H 0.70 3.08 0.89 -0.0001
H -0.41 1.44 2.71 0.0033
H -2.76 1.09 2.78 -0.0002
H -3.08 2.38 1.62 0.0001
H -2.57 2.80 3.18 0.0003
H -1.50 1.39 0.12 -0.0083
C 0.80 -3.83 -3.07 -0.0001
C -0.57 -3.53 -2.44 -0.0010
C -1.63 -4.31 -3.21 -0.0003
O -0.67 -4.02 -1.04 -0.0005
H 1.62 -3.41 -2.49 0.0001
H 0.79 -3.49 -4.10 0.0000
H 1.06 -4.89 -3.06 0.0000
H -0.78 -2.48 -2.29 -0.0016
H -1.91 -3.70 -4.07 0.0000
H -2.50 -4.58 -2.61 0.0000
H -1.27 -5.22 -3.70 0.0000
H -0.73 -4.98 -1.14 0.0001
C -2.88 3.20 -3.30 0.0000
C -2.85 3.77 -1.97 0.0001
C -4.05 4.67 -1.52 0.0000
O -2.64 2.75 -1.08 -0.0006
H -3.68 2.47 -3.35 0.0000
H -2.02 2.61 -3.62 -0.0001
H -3.16 3.99 -4.00 0.0000
H -1.92 4.34 -1.97 0.0000
H -5.00 4.38 -1.97 0.0000
H -3.88 5.69 -1.87 0.0000
H -4.05 4.76 -0.44 0.0000
H -3.44 2.22 -1.03 -0.0001

=====

No. 3
91
Properties=species:S:1:pos:R:3:mulliken_spin:R:1 method="wB97M-V/def2-TZVPD" orbital_gap_ev="8.92 / 7.67" s2=3.756 multiplicity=4 homo_energy_ev="-9.76 / -9.76" energy_ev=-142924.2694 lumo_ha="-0.03065 / -0.07671"
Co 21.59 14.07 -8.67 2.8727
N 22.22 13.07 -7.13 0.0478
S 23.18 11.95 -6.53 0.0033
O 22.61 10.65 -6.31 0.0021
O 24.22 12.49 -5.73 0.0062
F 23.96 11.76 -7.93 0.0011
S 21.32 13.42 -5.65 -0.0018
O 21.32 14.79 -5.26 -0.0020
O 21.31 12.42 -4.62 0.0062
F 19.93 13.24 -6.41 0.0023
N 22.54 14.38 -10.41 0.0028
S 22.05 15.33 -11.70 0.0042
O 22.11 14.77 -13.01 0.0041
O 22.31 16.74 -11.60 0.0033
F 20.50 15.23 -11.33 0.0011
S 23.98 14.13 -10.86 0.0188
O 24.74 15.23 -11.37 0.0027
O 24.23 12.81 -11.38 0.0013
F 24.67 13.98 -9.41 0.0056
C 21.25 20.12 -8.11 -0.0001
C 21.88 19.61 -9.39 0.0002
C 23.19 20.37 -9.72 0.0000
O 22.22 18.21 -9.33 -0.0003
H 22.01 20.16 -7.34 0.0000
H 20.35 19.57 -7.84 0.0000
H 20.87 21.13 -8.26 0.0000
H 21.20 19.71 -10.24 0.0001
H 23.00 21.44 -9.79 0.0000
H 23.59 20.11 -10.70 0.0000
H 23.97 20.13 -8.99 0.0000
H 22.08 17.85 -10.23 -0.0005
C 18.70 17.33 -9.17 0.0029
C 19.55 16.59 -8.15 0.0080
C 18.83 16.44 -6.82 -0.0014
O 19.82 15.23 -8.64 0.0225
H 17.75 16.79 -9.27 -0.0003
H 19.14 17.46 -10.16 -0.0001
H 18.49 18.36 -8.86 0.0003
H 20.51 17.10 -8.06 -0.0076
H 18.47 17.45 -6.58 0.0004
H 19.44 16.13 -5.98 0.0009
H 17.91 15.86 -6.91 0.0004
H 18.94 14.85 -8.75 0.0010
C 29.73 16.33 -10.50 0.0000
C 28.49 17.04 -11.03 0.0000
C 27.22 16.67 -10.30 0.0001
O 28.69 18.47 -10.85 0.0000
H 30.15 16.65 -9.55 0.0000
H 30.57 16.39 -11.19 0.0000
H 29.48 15.27 -10.43 0.0000
H 28.36 16.84 -12.10 0.0000
H 26.33 17.26 -10.47 0.0000
H 27.48 16.70 -9.23 0.0001
H 27.08 15.59 -10.41 -0.0001
H 27.97 18.88 -11.34 0.0000
C 19.80 13.74 -15.15 -0.0003
C 19.12 14.99 -15.66 0.0000
C 18.97 16.07 -14.58 0.0000
O 19.99 15.57 -16.64 0.0000
H 19.34 13.26 -14.29 0.0000
H 20.88 13.82 -14.99 0.0001
H 19.89 13.03 -15.98 0.0000
H 18.14 14.76 -16.10 0.0000
H 19.84 15.99 -13.92 0.0000
H 18.11 15.89 -13.93 0.0000
H 18.86 17.09 -14.94 0.0000
H 19.85 15.12 -17.48 0.0000
C 25.62 12.37 -14.66 0.0000
C 24.52 13.15 -15.38 0.0000
C 24.83 14.63 -15.35 0.0000
O 24.23 12.70 -16.70 0.0000
H 25.64 11.31 -14.91 0.0000
H 25.55 12.53 -13.58 0.0000
H 26.62 12.75 -14.86 0.0000
H 23.57 13.03 -14.85 0.0000
H 25.20 15.04 -14.41 -0.0001
H 23.97 15.17 -15.75 0.0000
H 25.71 14.80 -15.98 0.0000
H 24.24 13.47 -17.27 0.0000
C 24.85 16.60 -7.29 -0.0032
C 23.47 16.22 -6.75 -0.0042
C 22.80 17.34 -5.96 -0.0004
O 22.67 15.92 -7.93 -0.0066
H 25.47 17.04 -6.51 0.0001
H 24.85 17.26 -8.15 0.0002
H 25.42 15.70 -7.55 -0.0003
H 23.51 15.31 -6.16 0.0026
H 21.73 17.17 -5.85 -0.0001
H 22.95 18.32 -6.42 0.0005
H 23.18 17.39 -4.94 -0.0002
H 22.63 16.75 -8.44 0.0032

=====

What did the first record say?
80
Properties=species:S:1:pos:R:3:mulliken_charge:R:1 method="wB97M-V/def2-TZVPD" orbital_gap_ev=9.94 homo_energy_ev=-7.45 energy_ev=-48302.3549 charge=-1 lumo_ha=0.09164
B -0.11 0.69 0.04 0.5209
F 1.11 1.13 -0.26 -0.4037
F -1.19 1.23 -0.58 -0.1963
F -0.12 -0.59 -0.27 -0.0968
F -0.22 0.79 1.41 -0.4416
C 1.06 -0.38 -3.50 0.9631
C 1.97 -1.37 -4.06 0.0590
N 2.81 -2.20 -4.46 -0.5796
H 1.31 -0.28 -2.54 -0.5969
H 1.53 0.55 -3.95 0.1243
H 0.04 -0.89 -3.56 0.0610
C 3.04 -0.80 2.38 0.0204
C 2.69 -1.79 3.47 0.2365
N 2.40 -2.65 4.14 -0.5216
H 2.04 -0.50 1.88 -0.3152
H 3.45 -0.09 2.91 0.4288
H 3.60 -1.40 1.67 0.1296
C -2.40 -2.83 -1.56 -0.7022
C -3.86 -3.27 -1.17 -0.4247
O -4.10 -4.60 -1.54 -0.5034
H -2.08 -2.50 -2.49 0.4606
H -1.72 -3.46 -1.17 0.3762
H -2.38 -1.78 -0.93 0.0095
H -4.57 -2.62 -1.64 0.2471
H -3.86 -2.78 -0.09 0.2273
H -4.04 -5.25 -0.91 0.2967
C -3.21 3.70 3.54 -1.4083
C -2.51 2.65 2.68 -0.1645
O -1.05 2.98 2.80 -0.5407
H -3.08 3.70 4.56 0.3697
H -4.22 3.40 3.43 0.4210
H -3.00 4.68 2.98 0.2694
H -3.02 2.60 1.81 0.4032
H -2.76 1.70 3.13 0.2550
H -0.58 2.08 2.46 0.3800
C 1.54 4.56 -2.32 -1.3516
C 1.49 3.32 -3.06 0.5931
O 2.27 3.29 -4.21 -0.5883
H 1.22 4.51 -1.19 0.2108
H 0.96 5.27 -2.87 0.3439
H 2.43 5.08 -2.10 0.4150
H 0.46 3.10 -3.18 0.1043
H 1.92 2.52 -2.37 -0.0535
H 3.05 2.88 -4.03 0.3824
C 4.18 -3.41 -1.03 -1.1630
C 2.66 -3.04 -0.90 -0.3765
O 2.54 -1.63 -0.53 -0.3618
H 4.61 -3.27 0.00 0.3026
H 4.56 -2.59 -1.77 0.2380
H 4.22 -4.48 -1.38 0.3554
H 2.34 -3.67 -0.13 0.3402
H 2.24 -3.28 -1.85 0.4503
H 1.63 -1.63 -0.28 0.0558
C -3.86 -0.17 -3.98 -0.3013
C -3.90 1.01 -3.09 -0.2824
O -2.65 1.79 -3.09 -0.4928
H -4.87 -0.68 -3.99 0.2910
H -3.06 -0.72 -3.45 -0.2690
H -3.60 0.23 -4.96 0.2912
H -4.02 0.69 -1.98 0.1894
H -4.86 1.57 -3.33 0.3300
H -2.08 1.24 -2.66 0.1766
C 3.33 3.50 3.51 -1.3976
C 2.46 2.66 2.63 0.4381
O 3.10 2.22 1.43 -0.6018
H 3.12 4.46 3.54 0.4585
H 4.39 3.28 3.29 0.2943
H 3.09 3.20 4.64 0.2607
H 1.52 3.15 2.58 0.1224
H 2.31 1.78 3.26 0.1297
H 2.44 1.71 0.95 0.2485
C -1.37 -3.56 3.96 -1.4191
C -0.93 -3.18 2.52 0.4868
O -1.47 -1.95 2.26 -0.4401
H -1.14 -2.74 4.53 0.3663
H -0.80 -4.41 4.18 0.4180
H -2.45 -3.90 3.95 0.3203
H -1.09 -4.14 1.64 0.1327
H 0.12 -2.87 2.61 -0.1681
H -1.02 -1.59 1.67 0.1566